C14H20Al3BF17KN2O16PS4 | ωB97M-V/def2-TZVPD

Results
LUMO: -10.55 eV
HOMO level: -0.416 Ha
Kohn-Sham gap: 0.78 eV

```
! wB97M-V def2-TZVPD RIJCOSX def2/J DEFGRID3
* xyz 1 1
K -0.124 -0.006 0.564
S -4.278 3.776 -4.301
S -0.563 3.443 3.251
S -0.324 -1.280 3.115
S -3.087 1.428 -3.922
P -9.851 2.954 -7.366
Al 8.688 0.289 -0.787
Al 2.479 0.202 3.589
Al 0.176 0.082 5.415
F -8.613 3.864 -6.925
F -11.072 2.897 -8.394
F -4.811 -0.512 -3.410
F -10.788 4.177 -6.946
F -9.816 1.358 -7.446
F -2.813 -1.213 -3.854
F -8.888 2.956 -8.642
F -6.912 3.633 -4.103
F -4.093 -0.489 -5.440
F -9.932 2.476 -5.842
F -6.200 5.480 -4.965
F 7.276 -0.800 -0.813
F 9.162 0.583 0.899
F 5.709 -4.819 5.285
F -6.181 3.662 -6.129
F 8.260 1.828 -1.558
F 10.034 -0.463 -1.660
O 9.306 -0.960 5.634
O -3.390 4.391 -5.269
O 10.410 -1.890 4.065
O 0.400 2.728 2.455
O -1.951 1.525 -4.816
O -1.851 2.479 3.476
O -2.760 1.500 -2.508
O -3.788 -4.416 -1.796
O -0.231 4.051 4.502
O 9.696 -3.058 5.703
O 4.354 -0.818 4.001
O -1.921 -3.562 -0.883
O -4.219 4.350 -2.968
O -3.720 -2.228 -1.222
O 5.675 0.535 2.550
O -1.283 4.552 2.320
N -4.407 2.192 -4.375
N 9.808 -1.967 5.135
C -2.779 -5.411 -1.919
C 5.951 -2.562 3.452
C 3.656 -2.770 2.437
C 4.747 -1.675 2.901
C 1.306 -2.107 3.536
C -5.957 4.160 -4.898
C -2.589 4.097 1.949
C 5.450 -0.716 1.808
C -1.750 -4.974 -0.920
C -3.721 -0.266 -4.164
C -3.195 -3.302 -1.295
C 6.971 -3.337 3.774
C 2.187 -2.131 2.149
C -3.035 3.188 3.084
B 5.357 0.296 3.981
H 3.499 -3.596 3.211
H 1.641 -2.888 1.462
H 6.526 -1.132 1.646
H 4.913 -0.503 0.823
H -2.398 -5.403 -2.944
H 4.930 1.250 4.583
H -3.262 4.943 1.809
H -0.736 -5.235 -1.225
H 1.156 -3.218 3.820
H 6.318 -0.062 4.616
H -2.502 3.543 1.009
H 1.836 -1.563 4.397
H 2.242 -1.087 1.644
H 4.066 -3.245 1.465
H -3.381 3.769 3.943
H -0.060 0.112 3.043
H -3.818 2.493 2.777
H -3.180 -6.401 -1.698
H 7.980 -3.799 4.049
H -1.937 -5.379 0.079
*
```